No. 1
Here is a 15-piece molecular cluster, C15H60O15 overall in a non-equilibrium geometry from the Open Molecules 2025 dataset. Energies are from ωB97M-V/def2-TZVPD.

## Properties
Molecular weight = 480.6 u
Total energy = -47234.8515 eV
Relative energy (zero: lowest compared OMol25 entry of this formula, charge and spin) = 149.2 kcal/mol
LUMO = 0.14 eV

The geometry in XYZ format:
```
90
C15H60O15 ωB97M-V/def2-TZVPD
H -24.73596 0.75074 -26.24391
H -26.29481 1.49847 -23.47697
H -23.34737 2.56391 -31.34763
O -19.78457 0.04313 -28.51145
H -26.15194 -1.33060 -28.31020
O -27.11092 2.14037 -21.67587
H -22.46601 5.45080 -24.76718
O -21.85639 4.09206 -27.90408
O -28.13302 3.66424 -30.53595
H -29.14925 5.15934 -26.21048
H -21.65916 2.17741 -24.79269
H -27.35607 -0.10754 -25.22674
H -19.96632 4.74012 -27.47072
H -24.81921 1.89053 -30.71521
C -26.24558 5.59483 -25.23271
H -28.35312 3.81438 -27.10740
H -23.19618 0.80735 -23.59579
O -25.76572 2.50891 -26.69972
H -27.11227 -0.45739 -29.48003
H -27.45583 1.76264 -30.54531
C -22.72745 5.13256 -23.75387
H -28.01862 -0.79217 -26.69121
H -23.47448 2.11119 -29.61098
H -25.41836 -1.92051 -23.48432
H -26.35751 5.28449 -28.58854
H -19.81943 2.11467 -28.63649
H -25.56204 0.22921 -28.92467
H -27.33913 1.22893 -21.48150
O -23.89149 -0.70621 -24.19200
C -24.44112 -1.53950 -23.18239
C -28.19069 -0.02026 -25.92963
H -26.03891 7.52630 -25.51309
H -25.09750 5.65038 -29.78888
H -27.06572 5.59355 -24.50928
H -27.40076 1.68044 -26.44823
H -19.33867 2.47163 -26.38010
C -26.06342 2.13677 -22.62097
H -28.65517 4.21174 -29.93826
H -24.46025 2.14303 -25.16097
H -21.39191 1.31080 -28.22623
H -21.78435 0.30935 -21.77639
O -24.57305 4.23487 -28.36544
H -24.27437 6.27490 -23.89431
O -25.54863 6.82944 -25.07087
H -25.59011 4.75642 -25.00106
H -19.34807 2.56505 -24.55470
C -20.46647 1.24730 -28.79748
H -23.72065 2.10035 -26.75903
C -29.26947 4.37794 -26.97150
H -26.64790 5.36672 -26.21984
C -26.08229 -0.68740 -29.19507
O -22.53391 1.49979 -23.35544
C -24.62516 1.83840 -26.20183
H -22.86589 1.61186 -21.26770
H -18.92098 0.05998 -28.92791
O -21.24022 2.63362 -25.55216
C -27.61157 2.55653 -29.81233
H -21.18315 5.99507 -27.22883
O -28.26693 1.25028 -26.56710
H -20.72789 5.48437 -28.87822
C -19.87874 2.25631 -25.46049
H -23.77576 -1.19456 -25.01156
C -20.90631 5.14557 -27.85842
H -20.83186 1.28508 -29.83330
H -26.63175 2.80985 -29.38659
O -23.66029 6.02275 -23.18563
H -28.25959 2.20296 -29.00806
H -30.01715 3.71309 -26.52564
H -23.62084 4.44668 -28.41451
H -24.95319 6.25460 -28.12545
H -23.06695 4.08936 -23.78406
C -22.11879 1.32781 -22.01113
H -23.79843 -2.38203 -22.91935
O -29.71756 4.96036 -28.18576
H -24.56711 -0.94598 -22.27864
H -23.94058 -0.09076 -30.55695
H -25.45138 3.15434 -27.36838
O -25.34442 -1.34057 -30.22706
H -25.10175 1.84262 -22.17645
H -21.74013 3.51646 -27.12737
H -25.75459 -2.19280 -30.39202
C -23.72599 1.83100 -30.63772
C -25.28734 5.41357 -28.74036
O -23.30919 0.52064 -30.96505
H -29.14180 -0.19636 -25.42684
H -25.80782 3.13457 -22.98199
H -21.80112 5.06663 -23.17833
H -30.51840 5.46207 -28.02517
H -21.21150 1.93112 -21.93739
H -19.78719 1.16065 -25.39496
```

These are the Mulliken partial charges, in e, on atoms 1 to 4: 0.142 -0.168 0.369 -0.546

No. 2
Here is C24H50F6N3O4P2ReS2Si4 as an isolated structure from the Open Molecules 2025 dataset. Energies are from ωB97M-V/def2-TZVPD.

## Properties
Molecular weight = 983.3 u
Total energy = -128547.7576 eV
Relative energy (zero: lowest compared OMol25 entry of this formula, charge and spin) = 22.8 kcal/mol
2S+1 = 4
LUMO (spin up / spin down) = -3.93 / -4.54 eV
Charge = +1

The geometry in XYZ format:
```
96
C24H50F6N3O4P2ReS2Si4 ωB97M-V/def2-TZVPD
C 2.15338 1.28505 1.56157
H 1.73929 -4.82175 -1.95178
H 5.24499 -3.00469 -0.94820
H 3.89265 -4.44021 1.24709
H 5.00101 -1.87182 1.75096
H -1.97012 -1.65407 -2.16119
H -5.56430 2.38064 -1.20026
C -1.46646 -2.50771 -2.62018
F -4.87327 -1.60884 -0.31806
H -0.46405 0.35494 -3.58271
C 1.05886 -4.23834 -2.57486
N -3.74184 -0.67325 2.17931
C -1.57559 3.95368 -0.93891
O -1.74877 0.04771 3.56549
H 4.38898 -0.37110 1.06675
H 0.45333 0.21191 4.14411
H 2.63665 -0.28213 -4.55393
C -4.97943 1.47085 -1.05130
S -3.07831 -1.94212 1.56349
N 1.20533 0.64257 2.26413
H 0.46124 -4.94768 -3.15465
H 4.62856 -1.52414 -1.67852
H 2.07210 4.11671 -0.10513
C 0.42345 -2.17371 2.40612
Si 3.17950 -2.35809 0.18478
H -2.61720 2.70760 -3.70529
H 2.71514 -4.78858 -0.01161
H 0.18384 -3.11356 1.90921
C -3.88250 1.69082 3.38860
F -3.79944 -3.48310 -0.37247
C -3.53269 2.29698 -3.27927
H 3.44720 1.67798 -2.79189
P -0.17770 3.15636 -0.02241
H 1.65301 -3.65572 -3.27747
H 0.45894 3.68203 2.27198
H -0.10666 -2.14970 3.36553
H 0.59291 1.76074 -3.75603
H 3.91377 -3.09143 -2.09800
F -4.50800 1.13475 4.39962
H -0.46552 5.01611 1.56472
H 2.74533 2.03331 -1.22880
C 3.06220 1.21692 -1.87783
O -1.97428 -1.55601 0.62253
H 2.12064 1.58298 5.35416
H -3.19263 3.23979 0.32197
C 2.14598 1.51920 4.27627
P -3.22545 1.70329 -1.56166
C 3.11223 2.07205 2.15829
S -2.75450 0.46556 2.60625
H -3.83261 1.45423 -3.90362
F -3.13075 2.69237 3.81004
H -1.39729 -3.98452 0.53505
H -5.03266 1.18610 0.00082
C 2.29440 -0.98345 -3.78630
H -2.21143 -3.26912 -2.85888
C 3.10740 2.20497 3.54100
H 2.17252 -4.23199 1.57155
H 1.35008 4.01695 -1.71673
N 4.85356 3.69814 4.72783
H -0.35471 1.52267 -2.27097
H -5.42681 0.66928 -1.63929
C 2.94387 -4.11114 0.81307
H -1.58205 5.00583 -0.63703
H 2.13345 1.14517 0.49129
C 4.33541 -2.49883 -1.28502
Si -0.11284 -3.20907 -1.52642
C 4.08753 -1.33833 1.47600
C 1.14896 4.25397 -0.67173
F -5.31170 -3.14866 1.14022
Si 1.12589 -1.42334 -0.57195
O -2.11444 1.13171 1.47011
H 3.52423 -1.16131 2.39470
H 1.49768 -2.14554 2.58725
H -0.00835 -5.00767 0.17425
H 3.86179 2.56383 1.55444
H -1.29228 3.54183 2.10676
H 1.49143 -1.57431 -4.22975
H -1.46305 -5.12310 -0.80403
F -4.74555 2.12372 2.49152
H -4.31333 3.05938 -3.31592
C 1.22068 0.74876 3.60709
H 0.86018 5.30414 -0.59956
H -1.03886 -2.16571 -3.56698
H -1.30936 3.94655 -2.00016
O -2.75101 -2.97845 2.47981
H 3.89412 0.69137 -1.40410
C -0.81436 -4.42105 -0.27312
C -4.37048 -2.58602 0.40782
Si 1.66063 0.05222 -2.35593
C -2.96832 3.34871 -0.74180
H 3.12591 -1.64156 -3.54410
C 4.08028 3.03436 4.20073
C -0.39251 3.92918 1.63341
Re -0.28617 -0.53917 1.32884
H -3.71791 4.03612 -1.14545
C 0.21699 1.01799 -3.04531
```

These are the Mulliken partial charges, in e, on atoms 1 to 4: -0.038 0.254 0.476 0.472

No. 3
Here is C2H2HgLiO2 as an isolated structure in a non-equilibrium geometry from the Open Molecules 2025 dataset. Energies are from ωB97M-V/def2-TZVPD.

## Properties
Molecular weight = 265.6 u
Total energy = -10570.0968 eV
Relative energy (zero: lowest compared OMol25 entry of this formula, charge and spin) = 10.5 kcal/mol
2S+1 = 3
LUMO (spin up / spin down) = -5.06 / -6.22 eV
Charge = +1

The geometry in XYZ format:
```
8
C2H2HgLiO2 ωB97M-V/def2-TZVPD
Hg 4.63029 -0.83644 -0.12963
O 2.04128 0.03756 0.16607
C -0.38135 0.77371 0.22221
H -2.82713 -0.70354 -1.39063
C 0.89811 0.25026 0.09668
O -1.36147 0.17268 -0.31621
Li -2.49210 -1.21800 0.33287
H -0.50763 1.52376 1.01866
```

These are the Mulliken partial charges, in e, on atoms 1 to 4: 0.036 -0.071 -0.294 0.022

No. 4
Here is a 2-piece molecular cluster, C11H23N3 overall in a non-equilibrium geometry from the Open Molecules 2025 dataset. Energies are from ωB97M-V/def2-TZVPD.

## Properties
Molecular weight = 197.3 u
Total energy = -16231.2632 eV
Relative energy (zero: lowest compared OMol25 entry of this formula, charge and spin) = 97.9 kcal/mol
LUMO = -8.81 eV
Charge = +2

The geometry in XYZ format:
```
37
C11H23N3 ωB97M-V/def2-TZVPD
H 0.03745 0.29586 -2.44617
H -1.24558 -0.61729 0.83659
H -1.38757 0.31601 -5.93088
H -1.89440 1.36899 -0.48697
C -2.33555 -0.17944 -6.12186
H 5.00326 0.50272 3.57429
H 1.39720 0.58168 -0.10313
C -3.92480 -0.85816 -0.25279
H 4.40315 0.18034 5.20148
H 3.27288 0.19026 1.56309
H 3.24680 -1.27786 3.53576
C 4.12866 0.56237 4.22111
C 0.62551 0.45236 0.65622
C -3.06489 -0.54033 -4.91740
C 2.96372 -0.22849 3.65547
C -0.58128 -0.32175 0.02729
H -3.94475 -0.00390 0.42635
H 3.87002 1.61511 4.32842
H 2.33983 1.41236 2.42642
H -4.00905 -1.06910 -5.05369
N -3.21737 -0.54034 -2.65196
H 0.30368 1.43925 0.98794
H -0.19139 -1.20573 -0.47636
N -0.70028 0.88182 -2.07046
C -1.20409 0.63505 -0.88885
H -2.17767 -1.07366 -6.73089
C -3.27839 -0.54603 -1.47626
H -3.41824 -1.68269 0.25094
H -2.97006 0.46127 -6.73853
H -4.95562 -1.16518 -0.44985
C 2.49534 0.33758 2.31413
N -2.62975 -0.25643 -3.74378
H 2.13769 -0.20094 4.37119
H -0.96189 1.69763 -2.60842
C 1.19570 -0.32251 1.84218
H 1.39079 -1.35443 1.54950
H 0.47474 -0.33210 2.66112
```

These are the Mulliken partial charges, in e, on atoms 1 to 4: 0.292 0.394 0.279 0.568

No. 5
Here is a 2-piece molecular cluster, C4H5N3 overall in a non-equilibrium geometry from the Open Molecules 2025 dataset. Energies are from ωB97M-V/def2-TZVPD.

## Properties
Molecular weight = 95.1 u
Total energy = -8696.7144 eV
Relative energy (zero: lowest compared OMol25 entry of this formula, charge and spin) = 71.4 kcal/mol
LUMO = -0.60 eV

The geometry in XYZ format:
```
12
C4H5N3 ωB97M-V/def2-TZVPD
N -0.36026 -0.47907 -0.07810
N 0.63113 1.45274 2.65469
C 0.60333 0.65505 1.81813
H -2.41600 -0.36991 -0.20486
H -1.70878 0.83633 0.92402
C 0.59442 -0.31288 0.73767
H 0.53244 -1.06584 -1.53183
H -1.54367 1.02774 -0.84820
N 1.43891 -0.89155 -1.99158
H 1.51082 -0.89194 0.60398
C 2.45960 -0.32274 -2.12502
C -1.57474 0.30378 -0.02404
```

These are the Mulliken partial charges, in e, on atoms 1 to 4: -0.425 -0.318 0.006 0.266

No. 6
Here is ClH2OPS2 as an isolated structure in a non-equilibrium geometry from the Open Molecules 2025 dataset. Energies are from ωB97M-V/def2-TZVPD.

## Properties
Molecular weight = 148.6 u
Total energy = -45562.2817 eV
Relative energy (zero: lowest compared OMol25 entry of this formula, charge and spin) = 31.8 kcal/mol
LUMO = -2.16 eV

The geometry in XYZ format:
```
7
ClH2OPS2 ωB97M-V/def2-TZVPD
S 1.96983 -0.14758 1.26716
O -0.49811 -1.50445 0.31644
S 0.29451 0.39142 -1.75947
P 0.32376 -0.15168 0.26932
Cl -1.72972 1.39193 1.35879
H -1.43467 -1.42730 0.10264
H 1.07440 1.44765 -1.55487
```

These are the Mulliken partial charges, in e, on atoms 1 to 4: -0.224 -0.412 -0.156 0.646

Q: relative energy (zero: lowest compared OMol25 entry of this formula, charge and spin) of number 1 (C15H60O15)?
A: 149.2 kcal/mol

Q: What is the molecular weight in the third record?
A: 265.6 u

Q: The lowest relative energy (zero: lowest compared OMol25 entry of this formula, charge and spin) belongs to which entry?
A: C2H2HgLiO2

Q: The highest relative energy (zero: lowest compared OMol25 entry of this formula, charge and spin) belongs to which entry?
A: C15H60O15